Entry 1:
{
  "formula": "C3H8N2O",
  "method": "ωB97M-V with the def2-TZVPD basis set",
  "symbols": ["H", "N", "C", "N", "H", "H", "H", "C", "C", "O", "H", "H", "H", "H"],
  "positions_angstrom": [[-0.4773, 4.1987, 1.1343], [0.4114, 3.7124, 1.1290], [0.2992, 2.4475, 1.1410], [1.3977, 1.6095, 1.2417], [-0.7384, 2.0981, 1.0803], [1.2261, 0.7065, 0.8354], [2.1190, 2.1125, 0.7280], [-0.1139, -2.1788, -1.4157], [-1.1878, -2.6210, -0.4476], [-1.2842, -3.7608, -0.0975], [0.8329, -2.1150, -0.8909], [-0.0402, -2.9214, -2.2201], [-0.4703, -1.3747, -2.0659], [-1.9741, -1.9135, -0.1521]],
  "mulliken_charge": [0.2507, -0.6305, 0.0972, -0.5292, 0.2680, 0.2523, 0.2930, -0.8319, 0.1025, -0.4464, 0.2311, 0.3056, 0.3013, 0.3365],
  "e_tot_ev": -8267.2108,
  "homo_lumo_gap_ha": 0.3827,
  "max_force_ev_per_a": 2.0,
  "smiles": "[H]/N=C/N.CC=O",
  "e_lumo_ev": 0.5,
  "charge": 0
}

***

Entry 2:
{
  "formula": "C40H39N6OPRbSSe3",
  "method": "ωB97M-V with the def2-TZVPD basis set",
  "symbols": ["Rb", "Se", "P", "Se", "C", "C", "C", "C", "C", "C", "C", "C", "C", "C", "C", "C", "H", "H", "H", "H", "H", "H", "H", "H", "H", "H", "N", "C", "O", "C", "C", "C", "C", "N", "C", "H", "H", "H", "H", "H", "H", "N", "C", "S", "N", "C", "C", "C", "C", "C", "C", "H", "H", "H", "H", "H", "H", "H", "H", "C", "C", "C", "C", "C", "C", "Se", "C", "C", "C", "H", "H", "H", "H", "H", "H", "H", "H", "H", "H", "H", "N", "C", "C", "C", "C", "N", "C", "C", "H", "H", "H", "H"],
  "positions_angstrom": [[10.7466, 17.0785, 14.9066], [13.0142, 14.2854, 13.1067], [14.4016, 13.2793, 14.4079], [15.3337, 14.2853, 16.1811], [13.6706, 11.7826, 15.1154], [13.7204, 10.5565, 14.3947], [13.5102, 9.3961, 15.0825], [13.2929, 9.3836, 16.4742], [12.8650, 10.6074, 17.0363], [13.1057, 11.8050, 16.3992], [15.8171, 12.7266, 13.4600], [16.6104, 11.6919, 13.9806], [17.7919, 11.2904, 13.3132], [18.2269, 11.8950, 12.1494], [17.4797, 12.9544, 11.6887], [16.3660, 13.4318, 12.3889], [13.9782, 10.5077, 13.3528], [13.4828, 8.4947, 14.5430], [13.3104, 8.4441, 17.0194], [12.4762, 10.6357, 18.0639], [12.7696, 12.6974, 16.8648], [16.3241, 11.1358, 14.8320], [18.3242, 10.4624, 13.7346], [19.1806, 11.6315, 11.7061], [17.7777, 13.4403, 10.7489], [15.8209, 14.3743, 12.0654], [11.6315, 15.4366, 21.9827], [11.3855, 15.2536, 20.6606], [10.6846, 14.3259, 20.2665], [12.1047, 16.1324, 19.6745], [13.3512, 16.7072, 19.9803], [14.1135, 17.2683, 18.9723], [13.6332, 17.1210, 17.6401], [12.3801, 16.6824, 17.3592], [11.6814, 16.1289, 18.3699], [11.0804, 14.7420, 22.5133], [11.9828, 16.2762, 22.4709], [13.7345, 16.6802, 21.0179], [15.0620, 17.8250, 19.2041], [14.2456, 17.2391, 16.7698], [10.7359, 15.5982, 18.1985], [12.3825, 15.3576, 8.9860], [12.4140, 16.6936, 8.8535], [10.9970, 17.5866, 8.6266], [13.6062, 17.3606, 9.0132], [13.8458, 18.7274, 8.5476], [13.4749, 19.8084, 9.2941], [13.6599, 21.0821, 8.8127], [14.1703, 21.2622, 7.5479], [14.5158, 20.1899, 6.7049], [14.3777, 18.9232, 7.2268], [11.4806, 14.9187, 8.9571], [13.2404, 14.8476, 9.1730], [14.4123, 16.7698, 8.8944], [13.1072, 19.5263, 10.2487], [13.3924, 22.0026, 9.3878], [14.4401, 22.2490, 7.1657], [15.0586, 20.3622, 5.7534], [14.7297, 18.0396, 6.6931], [8.2331, 25.7626, 19.3581], [8.7641, 24.4868, 18.8348], [8.3507, 23.2127, 19.2540], [8.8833, 22.0386, 18.7382], [8.3096, 20.7587, 19.2527], [9.8613, 21.9736, 17.7023], [10.6135, 20.4074, 17.0129], [10.2673, 23.2897, 17.2747], [11.4103, 23.4404, 16.3181], [9.7354, 24.4587, 17.8072], [7.5884, 26.3193, 18.6044], [9.0883, 26.4133, 19.5854], [7.6331, 25.6740, 20.2970], [7.6808, 23.1659, 20.0900], [7.8263, 21.0309, 20.2066], [9.1213, 20.0659, 19.5198], [7.6127, 20.2063, 18.5932], [12.2163, 22.7386, 16.5015], [11.7948, 24.4708, 16.3135], [11.0123, 23.2946, 15.2863], [10.1029, 25.3881, 17.3275], [7.8335, 22.7509, 9.6465], [8.3127, 22.0613, 10.4305], [9.0459, 21.2228, 11.3478], [9.5031, 19.9654, 10.9055], [10.2716, 19.1864, 11.8350], [10.4195, 19.4900, 13.1261], [10.0233, 20.7039, 13.5071], [9.2707, 21.5702, 12.7110], [9.2716, 19.5802, 9.9169], [10.6898, 18.2303, 11.5292], [10.2318, 20.9244, 14.5280], [8.8332, 22.5292, 13.1071]],
  "mulliken_charge": [0.8290, -0.6014, 0.6690, -0.4946, 0.5278, -0.5864, -0.3340, -0.7701, -0.2922, -0.8669, 0.2113, -0.4536, -0.6120, -0.4916, -0.3647, -0.3931, 0.4199, 0.4327, 0.3760, 0.3506, 0.6304, 0.4847, 0.3619, 0.3558, 0.3104, 0.1720, -0.4125, 0.3542, -0.6531, 0.5673, -0.0553, -0.6390, -0.7946, 0.1317, -0.5459, 0.2616, 0.2300, 0.2267, 0.3394, 0.5640, 0.4768, -0.3472, 0.5463, -0.4526, -0.1965, -0.6453, 0.4110, -0.8600, -0.0926, -0.7808, -0.0814, 0.2121, 0.1730, 0.3097, 0.5665, 0.3183, 0.3275, 0.3141, 0.3145, -1.2678, 0.4170, -1.1777, 1.5971, -1.3841, -0.5108, -0.3910, 1.1888, -1.5506, -0.8624, 0.2455, 0.3228, 0.3239, 0.1910, 0.3367, 0.2411, 0.2176, 0.3162, 0.4115, 0.1592, 0.2264, -0.4808, -0.0064, 0.4685, -0.3299, -0.3231, -0.0233, -0.0539, -0.4228, 0.4372, 0.2757, 0.0503, 0.3989],
  "e_tot_ev": -269922.4332,
  "homo_lumo_gap_ha": 0.2049,
  "max_force_ev_per_a": 2.9,
  "e_lumo_ev": 1.7,
  "charge": -1
}

***

Entry 3:
{
  "formula": "C37H37Ge2N8ORbSe",
  "method": "ωB97M-V with the def2-TZVPD basis set",
  "symbols": ["Rb", "Se", "N", "C", "C", "C", "C", "C", "N", "C", "C", "N", "C", "C", "C", "C", "C", "N", "H", "H", "H", "H", "H", "H", "N", "C", "O", "C", "C", "C", "N", "C", "C", "H", "H", "H", "H", "H", "H", "C", "Ge", "C", "C", "Ge", "C", "C", "C", "C", "C", "C", "C", "C", "C", "C", "C", "C", "H", "H", "H", "H", "H", "H", "H", "H", "H", "H", "H", "H", "H", "H", "H", "H", "H", "H", "H", "C", "C", "N", "C", "C", "N", "H", "H", "H", "H", "H", "H"],
  "positions_angstrom": [[-0.1266, -1.1563, -0.2759], [-6.1592, -7.5520, -0.1767], [-4.3930, -7.5201, 0.0706], [-4.0232, -6.2732, -0.0189], [-2.6419, -5.8292, 0.1292], [-1.6129, -6.7313, 0.3923], [-0.3306, -6.2544, 0.5294], [-0.1197, -4.8859, 0.3964], [-1.0835, -4.0114, 0.1422], [-2.3384, -4.4674, 0.0085], [-3.4110, -3.4775, -0.2627], [-3.0606, -2.1856, -0.3696], [-4.0196, -1.2959, -0.5865], [-5.3662, -1.6191, -0.7200], [-5.7309, -2.9406, -0.6251], [-4.7416, -3.8943, -0.3915], [-5.0661, -5.3116, -0.2761], [-6.2750, -5.7856, -0.3938], [-1.8450, -7.7841, 0.4852], [0.4993, -6.9155, 0.7369], [0.8780, -4.4732, 0.5041], [-3.7035, -0.2623, -0.6553], [-6.0960, -0.8406, -0.8931], [-6.7604, -3.2592, -0.7226], [-4.1581, 5.4430, -2.2848], [-4.1300, 4.8787, -1.0523], [-4.7263, 5.3410, -0.1035], [-3.3152, 3.6159, -0.9022], [-2.9830, 3.2238, 0.3861], [-2.2180, 2.0837, 0.5630], [-1.7891, 1.3257, -0.4496], [-2.1187, 1.7079, -1.6838], [-2.8750, 2.8332, -1.9603], [-4.6938, 6.2872, -2.3954], [-3.6035, 5.1170, -3.0535], [-3.3219, 3.8118, 1.2281], [-1.9336, 1.7659, 1.5604], [-1.7636, 1.0847, -2.4987], [-3.1089, 3.0617, -2.9918], [4.8111, 0.2626, 1.1460], [4.0914, 1.1463, -0.4443], [4.2795, 0.0199, -2.0326], [5.0289, 2.8471, -0.7286], [1.7760, 1.7922, -0.0301], [1.5119, 2.3155, 1.8311], [1.3040, 3.6313, 2.2549], [1.1235, 3.9246, 3.6003], [1.1505, 2.9107, 4.5488], [1.3751, 1.6004, 4.1473], [1.5540, 1.3110, 2.8022], [1.1218, 3.1230, -1.2921], [1.5727, 3.0766, -2.6156], [1.1242, 3.9879, -3.5604], [0.2189, 4.9775, -3.1948], [-0.2443, 5.0350, -1.8865], [0.1936, 4.1099, -0.9493], [5.8354, -0.0658, 0.9557], [4.2111, -0.5996, 1.4358], [4.8267, 0.9661, 1.9795], [5.3079, -0.3388, -2.1130], [4.0513, 0.5844, -2.9375], [3.6159, -0.8431, -1.9912], [6.0949, 2.6831, -0.8992], [4.9173, 3.4773, 0.1549], [4.6200, 3.3832, -1.5858], [1.3035, 4.4436, 1.5392], [0.9688, 4.9509, 3.9094], [1.0061, 3.1421, 5.5961], [1.4176, 0.8060, 4.8825], [1.7537, 0.2861, 2.5047], [2.2930, 2.3221, -2.9168], [1.4926, 3.9366, -4.5773], [-0.1149, 5.7044, -3.9244], [-0.9470, 5.8060, -1.5917], [-0.2012, 4.1608, 0.0588], [4.0561, -3.3916, -0.5177], [3.3456, -3.1090, 0.7598], [2.2491, -2.3966, 0.9089], [1.9807, -2.3982, 2.2652], [2.9211, -3.1141, 2.9340], [3.7837, -3.5623, 1.9616], [3.3746, -3.2571, -1.3542], [4.4337, -4.4141, -0.5424], [4.9000, -2.7137, -0.6535], [1.1170, -1.9093, 2.6878], [3.0528, -3.3431, 3.9767], [4.6063, -4.1222, 2.1089]],
  "mulliken_charge": [0.8067, 0.2588, -0.8536, 0.9934, 0.5534, -0.6461, -0.8056, -0.0716, 0.0540, -0.5969, -0.5954, 0.0386, -0.0542, -0.9138, -0.6673, 0.6016, 0.9884, -0.8422, 0.5306, 0.4548, 0.3045, 0.3722, 0.4647, 0.5329, -0.2893, 0.0179, -0.6130, 0.9925, -0.7185, -0.6594, 0.4814, -0.8467, -0.4015, 0.2447, 0.1601, 0.5127, 0.4265, 0.3717, 0.4209, -0.8575, 0.4803, -1.0069, -1.1837, -0.9329, 0.4338, -0.0715, -0.7090, -0.5059, -0.5354, -0.3755, 0.8350, -0.3949, -0.8009, -0.6448, -0.8463, -0.1726, 0.3860, 0.0812, 0.4056, 0.3758, 0.4104, 0.1700, 0.4458, 0.3593, 0.3853, 0.4938, 0.4251, 0.3890, 0.4477, 0.2979, 0.3182, 0.4322, 0.4324, 0.4986, 0.4959, -1.5718, 0.0957, 0.3909, -0.2728, -0.8651, 0.1496, 0.2434, 0.5062, 0.2691, 0.4306, 0.4737, 0.1811],
  "multiplicity": 2,
  "e_tot_ev": -231968.3542,
  "homo_lumo_gap_ha": [0.2373, 0.2884],
  "max_force_ev_per_a": 0.4,
  "e_lumo_ev": [-2.6, -3.1],
  "charge": 1
}

***

Entry 4:
{
  "formula": "C4H6ClN3",
  "method": "ωB97M-V with the def2-TZVPD basis set",
  "symbols": ["C", "C", "C", "C", "N", "N", "N", "Cl", "H", "H", "H", "H", "H", "H"],
  "positions_angstrom": [[-1.2340, -1.1190, 0.2758], [0.8948, -1.2963, 1.0554], [-0.9149, 0.1304, -0.0898], [-1.3597, 1.2014, -0.8898], [-0.3506, -1.8532, 1.0120], [1.2461, -0.3388, 0.1653], [2.1607, 0.5856, 0.2604], [-1.9014, 0.4975, -2.6331], [-2.1598, -1.7008, 0.2044], [1.6294, -1.5945, 1.7045], [-0.3853, 1.7475, -1.2324], [-2.2808, 1.6232, -0.5880], [2.5468, 0.7965, 1.1816], [2.1087, 1.3205, -0.4263]],
  "mulliken_charge": [-0.2458, -0.0687, 0.1649, -0.3836, -0.5900, -0.0475, -0.4572, -0.2802, 0.4097, 0.5143, 0.1548, 0.3707, 0.2150, 0.2435],
  "e_tot_ev": -21232.8365,
  "homo_lumo_gap_ha": [0.2849, 0.2850],
  "max_force_ev_per_a": 5.4,
  "e_lumo_ev": [-0.3, -0.3],
  "charge": 0
}

***

Entry 5:
{
  "formula": "C17H28GeIrN3OS",
  "method": "ωB97M-V with the def2-TZVPD basis set",
  "symbols": ["Ir", "C", "N", "C", "C", "N", "C", "S", "C", "C", "C", "C", "C", "N", "H", "H", "H", "H", "H", "H", "H", "H", "H", "C", "C", "C", "O", "C", "H", "H", "H", "H", "H", "H", "H", "H", "C", "Ge", "C", "C", "C", "H", "H", "H", "H", "H", "H", "H", "H", "H", "H", "H"],
  "positions_angstrom": [[0.4821, -0.3827, 0.3433], [-4.5154, -0.0246, -1.2299], [-3.3724, 0.6369, -1.8656], [-3.4436, 1.5384, -2.9097], [-2.1932, 1.9141, -3.2071], [-1.3309, 1.2255, -2.3376], [-2.0959, 0.4535, -1.5177], [-1.6862, -0.6113, -0.2441], [0.0842, 1.3515, -2.3605], [0.6646, 2.1205, -3.3647], [2.0362, 2.2163, -3.4461], [2.8136, 1.5239, -2.5297], [2.1693, 0.7917, -1.5674], [0.8238, 0.7018, -1.4522], [-5.4140, 0.2804, -1.7562], [-4.5751, 0.2768, -0.1859], [-4.4019, -1.1041, -1.3042], [-4.3823, 1.8288, -3.3479], [-1.8540, 2.5996, -3.9565], [0.0597, 2.6275, -4.0961], [2.4899, 2.8130, -4.2257], [3.8929, 1.5494, -2.5565], [2.7341, 0.2276, -0.8329], [0.0866, 3.4108, 2.2954], [0.7454, 2.6425, 3.4404], [1.4446, 1.4853, 2.7513], [0.7444, 1.3392, 1.4334], [-0.3717, 2.3010, 1.3868], [0.8090, 4.0473, 1.7834], [-0.7460, 4.0284, 2.6255], [-0.0071, 2.2733, 4.1366], [1.4518, 3.2537, 3.9972], [1.3667, 0.5489, 3.2846], [2.4818, 1.6909, 2.4947], [-1.2671, 1.7932, 1.7462], [-0.4898, 2.5867, 0.3432], [1.3772, -3.4841, -0.7888], [0.8745, -3.4370, 1.0981], [1.9879, -4.5234, 2.2544], [-1.0198, -3.7956, 1.3475], [1.2959, -1.5509, 1.7392], [1.2044, -4.4679, -1.2239], [2.4342, -3.2431, -0.9086], [0.7886, -2.7705, -1.3770], [1.8575, -5.5756, 1.9990], [1.7002, -4.3848, 3.2955], [3.0398, -4.2673, 2.1371], [-1.2464, -4.8322, 1.0983], [-1.6429, -3.1688, 0.7089], [-1.3018, -3.6312, 2.3876], [2.3884, -1.4212, 1.6776], [1.0282, -1.4022, 2.7876]],
  "mulliken_charge": [1.1674, -0.8406, 0.1062, -0.6481, -0.3198, 0.3854, 0.2862, -0.5634, 1.0353, -0.8481, -0.7365, -0.8381, -0.1816, -0.0938, 0.3168, 0.3535, 0.3744, 0.4705, 0.4341, 0.3184, 0.4581, 0.4640, 0.4561, -0.6553, -0.7075, -0.3742, -0.1005, -0.2390, 0.2948, 0.3970, 0.3025, 0.3674, 0.2216, 0.3334, 0.3477, 0.1318, -1.0388, 0.2910, -1.1246, -0.9542, -1.2997, 0.4048, 0.3353, 0.3182, 0.3833, 0.3708, 0.3820, 0.4004, 0.2295, 0.3431, 0.5811, 0.5016],
  "e_tot_ev": -94774.8302,
  "homo_lumo_gap_ha": [0.2497, 0.2497],
  "max_force_ev_per_a": 0.8,
  "e_lumo_ev": [-7.6, -7.6],
  "charge": 2
}